# 1
The following is a quantum chemistry calculation of a molecular structure, C24H21F3IrN4SSb, from OMol25.

Each line ends with the Löwdin spin population.
Atoms and positions in Å:
C -2.7883 -3.0321 -0.4980  0.000
C 3.9676 -1.5574 0.6100  0.006
C -0.7334 -3.9289 0.2919  0.003
C -0.8953 1.2458 -2.0018  0.017
C -0.4913 1.2423 3.1783  0.001
H 1.9627 2.0018 -1.8895  0.000
C 4.2422 0.5274 -0.5197  0.002
C 2.6254 -1.2740 0.7377  0.019
H 5.8508 -0.8429 -0.1611  0.000
H -1.2491 3.2176 3.3717  0.000
C -0.2993 -2.6467 0.5603  0.017
C 0.4412 -0.4795 -2.7966  0.003
H 0.1248 -0.0619 6.2518  0.000
H -3.7962 -3.1544 -0.8694  0.000
H -2.0365 2.2913 2.1197  0.000
C -0.6477 1.0062 -4.3353  -0.003
C 2.2926 2.0674 -0.8508  0.003
H -0.3922 2.9502 1.8701  0.002
S -1.3318 1.8193 -0.3755  0.304
C -1.9822 -4.1271 -0.2832  0.002
N -0.0964 0.1929 -1.7783  0.010
C 0.0836 0.0205 5.1734  0.000
H 1.4568 2.3960 -0.2261  0.003
F -2.2766 3.2391 -4.6735  0.000
H 0.9846 -1.8944 4.8062  0.000
H 0.6113 -0.6352 -4.9253  0.001
H 3.0441 2.8538 -0.8008  0.000
C -1.0690 2.4861 2.5879  0.003
C -2.1397 2.8855 -3.4128  0.002
C -1.2067 1.6969 -3.2603  0.015
C 0.1767 -0.0860 -4.1017  0.015
C 0.5077 -0.8683 2.9908  0.003
C -3.2897 -0.6043 -0.4307  0.004
C -0.4344 1.1393 4.5675  0.000
Ir -0.0298 0.1661 0.2945  0.455
H -0.1130 -4.7743 0.5609  0.000
C -2.3367 -1.7390 -0.2422  0.000
C 0.5649 -1.0012 4.3612  0.001
N -0.0282 0.2342 2.3962  0.002
F -1.6600 3.9171 -2.7053  0.001
N 2.0959 -0.1452 0.2235  0.069
Sb 1.3811 -2.5392 1.9389  0.022
H 1.0794 -1.3206 -2.5583  0.000
H 4.8577 1.2786 -0.9962  0.000
F -3.3378 2.5650 -2.9031  0.004
H -2.3335 -5.1251 -0.5131  0.000
N -1.0709 -1.5824 0.2347  0.012
H -0.8075 1.9644 5.1577  0.000
H -3.3088 0.0351 0.4517  0.001
C 4.7926 -0.6455 -0.0471  -0.002
H -3.0639 -0.0046 -1.3107  0.002
H -0.8627 1.3296 -5.3467  0.000
C 2.8801 0.7747 -0.3749  0.000
H 4.3755 -2.4697 1.0257  0.001
H -4.2906 -1.0042 -0.5744  0.000

Computed properties:
Relative energy (zero: lowest compared OMol25 entry of this formula, charge and spin): 17.4 kcal/mol
Multiplicity: 2
HOMO level (alpha / beta): -0.67456 / -0.68413 Ha
<S²>: 0.76
LUMO level (alpha / beta): -11.73 / -12.17 eV
Charge: +3

---

# 2
The following is a quantum chemistry calculation of a molecular structure, C24H21MnN3O6S, from OMol25.

Each line ends with the Löwdin spin population.
Atoms and positions in Å:
C 1.0494 -2.8603 -3.3657  0.007
C 2.0657 1.6740 -1.4813  0.004
C 2.3047 4.0619 4.9241  0.000
Mn -1.0004 -1.0039 -0.3209  4.551
C -2.4628 -3.8205 -0.7711  0.012
C 0.4803 5.0671 4.1888  0.000
C 1.5019 -0.5989 -2.5295  0.008
H 2.8253 1.4170 -0.7410  0.001
C 1.1519 0.4858 -1.6522  0.020
H 1.7886 -5.2921 -6.2926  0.000
H -2.0203 -4.7330 -1.1409  0.000
H -2.2924 -4.3984 1.2848  0.000
C 1.8915 2.8877 4.3378  0.004
C 0.7725 -1.8346 -2.4410  0.014
C 2.7667 -1.5216 -4.3863  0.006
C -0.0528 -0.3987 2.0006  0.029
C -3.2236 -2.4788 1.0802  0.016
N 1.5943 5.2066 4.8429  0.004
H 1.4921 2.5196 -1.1075  0.000
C -1.8360 1.0375 1.6502  0.017
C 2.0055 -2.7081 -4.3441  0.003
C 0.6563 2.8772 3.6460  0.000
C -3.4835 -1.6723 -1.1835  0.017
H 1.6147 0.3142 3.1092  0.000
H -2.8191 1.1842 1.2212  0.002
O 2.2693 -3.6197 -5.3075  0.001
H 0.3436 -1.4130 1.8680  0.009
H 3.2210 4.1327 5.4929  0.000
H 0.4666 -3.7639 -3.2767  0.000
H -1.6946 2.9936 2.5006  0.000
H 3.5227 -1.4400 -5.1505  0.000
O -1.5858 6.1421 2.9606  0.000
C 0.6378 0.5437 2.7121  0.005
S -0.7209 6.5255 4.0452  0.000
H -4.2364 -0.6514 0.5594  0.001
H -3.9073 -0.9546 -1.8759  0.001
H 1.4679 -5.3834 -4.5461  0.000
C -2.8996 -2.8485 -1.6589  0.013
H -2.8070 -3.0070 -2.7240  0.000
H 2.5697 1.9551 -2.4003  0.000
H -3.4047 -2.3614 2.1396  0.000
O 0.0966 0.4803 -0.9690  0.078
C -2.6120 -3.6294 0.5983  0.016
C 2.5178 -0.5095 -3.5036  0.002
H 0.3860 -4.4435 -5.5997  0.000
H 2.4913 1.9959 4.4143  0.000
H 3.0913 0.4010 -3.5822  0.000
O -1.2700 6.3994 5.3779  0.000
N -1.2849 -0.1902 1.4551  0.026
C -1.2299 2.0301 2.3576  0.003
C -3.6669 -1.4974 0.1926  0.019
O 0.1599 7.6363 3.7879  0.000
C 1.4252 -4.7405 -5.4282  0.000
C 0.0516 1.8109 2.9294  0.013
N -0.0431 4.0439 3.6374  0.003
O -0.1255 -2.0489 -1.5346  0.094

Computed properties:
Multiplicity: 6
HOMO level (alpha / beta): -0.26852 / -0.26852 Ha
<S²>: 8.76
LUMO level (alpha / beta): -1.41 / -1.60 eV

---

# 3
The following is a quantum chemistry calculation of a molecular structure, C24H21N4O8RhS3, from OMol25.

Each line ends with the Löwdin spin population.
Atoms and positions in Å:
H -2.4974 -0.4954 -2.4576  0.001
H 0.4036 0.1548 4.5485  0.000
C -2.2368 -0.9870 3.3483  0.000
C -1.2339 -3.5988 -2.9600  -0.002
C 0.9499 5.1546 -3.4383  0.000
H 2.2420 2.5848 -5.2368  0.000
H -3.2204 -2.7631 -3.2617  0.000
C 2.0129 -0.5839 1.6674  0.002
H -3.1214 0.1052 4.8751  0.000
C 0.0388 -3.3012 -2.5505  0.000
O -0.3616 0.1648 -1.6798  0.083
N -0.5781 -1.0653 -2.0933  0.004
H -2.3571 -5.1790 0.9676  0.000
H -1.0468 2.7120 2.6664  0.000
H 0.8205 -4.0481 -2.5589  0.000
N -1.1423 1.7470 2.9631  0.000
O 0.4242 3.9438 1.3113  0.002
H -1.4800 -4.5977 -3.2955  0.000
H -2.0597 -2.0295 0.1374  0.000
C 0.9390 4.5522 -2.1829  0.000
C -1.7521 -3.3008 1.8329  0.000
C 1.8804 3.1564 -4.3905  0.000
H -0.2725 1.4402 0.5271  0.000
C -0.0766 0.8993 2.5956  0.000
S 1.7993 3.7891 0.8538  0.003
H -1.5043 -4.2707 3.7297  0.000
C -1.4762 -4.5339 1.0159  0.000
C 1.6984 -0.6282 3.0127  0.001
O -2.8123 2.3842 4.3567  0.000
H -2.5325 -0.0137 1.4601  0.000
H 0.5765 6.1655 -3.5469  0.000
Rh 1.8152 0.5803 -1.1215  0.840
C 1.4237 4.4625 -4.5392  0.000
H -1.8874 -2.2274 5.0557  0.000
H 1.4320 4.9284 -5.5169  0.000
H -1.1974 -4.2701 -0.0037  0.000
H -0.6634 -5.1182 1.4495  0.000
C 1.4160 3.2574 -2.0229  0.001
O 4.5693 0.8316 -1.5803  0.026
H 0.5447 5.0807 -1.3245  0.000
N -2.4222 0.1665 4.1524  0.000
O 2.5603 2.8119 1.5989  0.001
C -2.2032 -2.5911 -2.9420  0.001
C 0.4065 -2.0135 -2.1089  0.000
C -1.9569 -2.1967 3.9745  0.000
C -1.8366 -1.3471 -2.5099  0.002
C 1.8764 2.5426 -3.1467  0.001
C -2.0432 -2.0874 1.2200  0.000
O 2.3243 1.2734 -2.9969  0.001
C -2.3075 -0.9459 1.9618  0.000
O 4.7117 0.1728 -3.9322  0.010
S 4.4683 1.2246 -2.9744  0.011
N 1.3170 0.1660 0.8115  0.002
C -1.7319 -3.3388 3.2241  0.000
C 0.2763 0.8643 1.2587  -0.001
S 2.0223 -1.6670 -1.6489  0.008
H 2.2895 -1.2411 3.6785  0.000
O 1.4409 2.6327 -0.8183  0.004
C -2.1581 1.4927 3.8423  0.000
H 2.8371 -1.1431 1.2473  0.002
C 0.6528 0.1415 3.4952  -0.002

Computed properties:
Relative energy (zero: lowest compared OMol25 entry of this formula, charge and spin): 0.0 kcal/mol
Multiplicity: 2
HOMO level (alpha / beta): -0.17635 / -0.17463 Ha
<S²>: 0.75
LUMO level (alpha / beta): 2.42 / 2.42 eV
Charge: -1

---

Table of M (u), in record order: 768.50 534.45 692.56
Table of max |F| (hartree/bohr), in record order: 0.00838 0.09089 0.00227